The following is a quantum chemistry calculation of C5H7NO as an isolated structure in a non-equilibrium geometry, from the Open Molecules 2025 dataset.

Structure (XYZ):
```
14
Properties=species:S:1:pos:R:3
O -2.5212 0.1921 -0.5291
C -1.3291 0.0994 0.1342
C -0.5908 -1.0710 0.1548
C 0.8838 -0.9601 -0.0455
C 1.2640 0.3670 -0.7653
C 1.0834 0.8117 0.6705
N 1.1501 -0.3417 1.2812
H -3.0528 0.9468 -0.2215
H -1.3583 0.7894 0.9644
H -1.1462 -2.0031 0.1578
H 1.4119 -1.8758 -0.3019
H 0.6366 0.8136 -1.5447
H 2.3167 0.4809 -1.0684
H 1.2833 1.7889 1.0987
```

The calculation puts the energy at -324.549278 a.u. The LUMO energy comes out at 0.57 eV. Its gap between HOMO and LUMO is 0.3151 hartree. The calculation puts the energy relative to the best compared isomer or geometry (same formula, charge and spin) at 460.0 kJ/mol.